Computed, not measured: a molecular structure, C82H205Cl2N12O42 in a non-equilibrium geometry, with ωB97M-V/def2-TZVPD.

The geometry in XYZ format:
```
343
C82H205Cl2N12O42 (ωB97M-V/def2-TZVPD)
C 26.70296 21.63073 23.71441
O 25.93761 22.88572 23.85021
C 26.46141 23.87498 23.01364
C 25.58443 25.08188 23.15662
N 24.16303 24.76192 22.73093
H 24.13024 25.35401 21.81359
H 24.09264 23.77233 22.41439
C 23.07836 25.19461 23.62692
C 21.65865 24.82192 23.13585
O 20.76648 25.12613 24.12742
C 20.60326 26.52104 24.30665
H 27.72700 21.82795 23.38374
H 26.20575 20.98046 22.99351
H 26.79604 21.17536 24.70475
H 26.53398 23.60797 21.98549
H 27.48809 24.07724 23.33202
H 25.93310 25.73579 22.36278
H 25.69413 25.58354 24.11541
H 23.19734 26.22824 23.83707
H 23.19065 24.66039 24.63297
H 21.70307 23.71149 22.93931
H 21.47156 25.21240 22.18126
H 21.47275 27.14734 24.29034
H 20.05594 26.55076 25.24442
H 19.95879 26.96263 23.55925
C 22.77726 26.78469 16.78811
O 21.82088 27.65714 17.25305
C 21.52071 28.64370 16.30171
C 20.87702 29.81164 17.12715
N 20.42616 30.88008 16.11054
H 20.26830 30.36591 15.21036
H 19.48245 31.20570 16.39872
C 21.33112 31.96988 15.96159
C 21.13162 32.68406 14.61686
O 21.39291 31.70981 13.66938
C 20.79860 32.06808 12.42949
H 23.71409 27.28668 16.61432
H 22.47021 26.35850 15.77601
H 22.90161 25.90298 17.44118
H 20.79022 28.31028 15.54907
H 22.47176 28.92420 15.80348
H 21.66640 30.30781 17.69538
H 20.05107 29.57089 17.69194
H 22.42194 31.73522 16.02315
H 21.13943 32.72008 16.68430
H 21.86281 33.55226 14.60347
H 20.11143 33.09047 14.55126
H 21.37293 32.90096 11.97969
H 19.70404 32.25072 12.52082
H 21.06696 31.26953 11.67584
C 11.74547 26.82281 16.96953
O 13.08511 27.17423 17.27802
C 13.98393 26.14494 17.63936
C 15.35731 26.89453 17.81843
N 15.65216 27.62156 16.53091
H 14.82560 28.17536 16.43001
H 16.83256 28.99863 16.25631
C 15.69277 26.59796 15.41109
C 16.42255 27.16516 14.26787
O 16.03472 28.55617 14.10778
C 16.12480 29.00581 12.76504
H 11.11542 26.63646 17.84077
H 11.81607 26.02467 16.26105
H 11.30380 27.64225 16.53415
H 13.93419 25.24566 16.94797
H 13.51427 25.82617 18.58489
H 16.02391 26.08729 18.05125
H 15.23986 27.63732 18.60268
H 14.65259 26.31064 15.22701
H 16.21847 25.70200 15.79387
H 16.20798 26.59736 13.35820
H 17.48603 27.21747 14.47951
H 17.12192 28.75851 12.34880
H 15.99082 30.10173 12.66485
H 15.38422 28.57739 12.06424
C 13.96815 22.16243 20.20527
O 13.56218 20.86020 19.92532
C 14.59648 20.06307 19.35735
C 13.91346 18.81155 18.82149
N 12.92208 18.30419 19.85920
H 13.34236 17.86120 20.65009
H 12.42622 19.18536 20.22409
C 12.02664 17.19746 19.26604
C 11.04322 16.78618 20.32855
O 10.41186 17.99648 20.80563
C 9.04355 18.16047 20.41785
H 14.92564 22.18106 20.73213
H 13.12792 22.70664 20.74372
H 14.07649 22.81252 19.40143
H 15.38295 19.83424 20.08307
H 15.05732 20.54627 18.47223
H 14.61391 18.02246 18.49959
H 13.28332 18.95286 17.91119
H 12.77032 16.47933 18.99326
H 11.60363 17.52113 18.30094
H 11.64381 16.26012 21.06791
H 10.26299 16.02591 19.97506
H 8.88730 17.90534 19.39028
H 8.82328 19.20646 20.53914
H 8.39263 17.59655 21.11799
C 27.89487 19.93616 19.36725
O 27.54118 21.10334 18.71201
C 27.22620 22.15249 19.67621
C 26.87940 23.44817 18.96973
N 25.41046 23.55336 18.67535
H 24.85428 23.04930 19.42036
H 25.09167 24.50241 18.76341
C 24.86431 23.05023 17.30859
C 25.51256 23.84544 16.23696
O 25.25126 25.20135 16.47612
C 25.65829 26.04844 15.31893
H 28.41680 19.29829 18.71856
H 27.06022 19.34872 19.83916
H 28.55591 20.20017 20.16317
H 28.13674 22.31863 20.21540
H 26.36302 21.93096 20.35498
H 27.31458 23.53863 18.01745
H 27.12258 24.28857 19.62539
H 23.78139 23.19995 17.36576
H 25.05485 22.00570 17.31088
H 25.12160 23.42224 15.33357
H 26.61455 23.69385 16.16301
H 26.76121 26.02524 15.39306
H 25.42516 27.17353 15.46544
H 25.28905 25.60041 14.42464
C 20.87069 14.97849 14.84101
O 19.76208 15.83793 15.09422
C 19.29353 16.44635 13.94913
C 18.14037 17.38437 14.13389
N 17.02710 16.82764 14.85036
H 16.06702 17.91252 14.53646
H 16.79386 15.94260 14.44393
C 17.27679 16.69154 16.36711
C 16.06332 15.93827 16.92614
O 16.29017 14.55977 16.78744
C 15.19616 13.69186 17.08841
H 20.68265 14.16055 14.15949
H 21.18185 14.64380 15.85344
H 21.73928 15.55038 14.55811
H 19.07495 15.78098 13.09853
H 20.10613 17.02145 13.52225
H 17.80406 17.61454 13.09708
H 18.40472 18.31185 14.59166
H 17.37332 17.73562 16.76925
H 18.17152 16.06320 16.49333
H 15.17071 16.25616 16.41631
H 15.98130 16.18724 18.02222
H 15.49716 12.67921 16.91509
H 14.41333 13.94654 16.46290
H 15.04914 13.74092 18.14047
C 23.89894 18.39918 25.30885
O 22.86875 19.02202 24.58633
C 23.08379 20.44588 24.58216
C 21.85529 21.17814 24.13613
N 20.52259 20.64059 24.67353
H 19.45969 20.00435 23.13278
H 20.73131 19.80043 25.23261
C 19.97195 21.62976 25.71356
C 18.69252 21.02926 26.37991
O 17.75490 20.92569 25.26907
C 16.55060 20.29392 25.71272
H 24.01844 18.95434 26.26160
H 24.87636 18.44858 24.78475
H 23.55744 17.42815 25.47613
H 23.94373 20.67836 23.93048
H 23.37089 20.77005 25.59642
H 21.80354 21.00280 23.09302
H 21.85507 22.26738 24.28976
H 19.70963 22.58337 25.21524
H 20.81035 21.85186 26.45060
H 18.25547 21.62272 27.18803
H 18.96483 19.96646 26.69093
H 16.54223 19.20066 25.49557
H 15.76174 20.81381 25.17937
H 16.38330 20.44006 26.78611
C 26.85492 28.07100 25.05213
O 26.09225 28.74670 24.10561
C 26.82487 29.44591 23.08058
C 25.83459 30.19542 22.20211
N 24.88217 29.48094 21.38277
H 24.44405 30.00428 19.93847
H 25.33811 28.70426 20.96954
C 23.67465 28.92083 22.00471
C 22.77706 30.03688 22.49397
O 21.91038 29.33705 23.38064
C 20.82283 30.11838 23.71244
H 27.74014 28.65216 25.21548
H 27.00822 27.09519 24.59227
H 26.21152 27.92722 25.93191
H 27.48590 28.64393 22.52790
H 27.57551 30.21142 23.41519
H 26.42334 30.72460 21.47253
H 25.26947 30.94991 22.81113
H 23.91233 28.23972 22.82848
H 23.10449 28.36881 21.21997
H 22.21157 30.49561 21.64037
H 23.23938 30.82457 23.06530
H 20.28032 30.60049 22.89844
H 21.11724 30.90980 24.48484
H 20.15920 29.47437 24.24145
C 15.67466 22.25299 11.66735
O 16.93688 22.56128 12.24514
C 16.82855 22.40708 13.64218
C 18.11532 21.98384 14.24164
N 19.04533 23.17205 14.25793
H 18.53674 24.04720 14.42975
H 19.73467 23.01309 15.11247
C 19.95235 23.29674 13.02914
C 20.60891 24.60446 12.91041
O 19.65149 25.64194 13.08313
C 18.85574 25.97101 11.98857
H 15.66646 22.49972 10.66058
H 14.88410 22.86390 12.11831
H 15.46703 21.18072 11.78302
H 16.07195 21.60843 13.87074
H 16.43339 23.29848 14.10282
H 18.59100 21.26259 13.67788
H 17.99746 21.71515 15.24509
H 19.28424 23.16739 12.17412
H 20.74605 22.55033 13.13930
H 21.10104 24.61196 11.81255
H 21.40006 24.80374 13.61961
H 19.23044 25.58644 11.00056
H 18.83791 27.03340 11.73105
H 17.82730 25.67197 12.26046
C 19.13260 20.31455 18.59890
O 20.11878 20.83758 19.52663
C 19.67398 21.88292 20.34423
C 20.25575 23.31677 20.03046
N 19.71735 23.84894 18.72965
H 20.00081 23.18322 17.96413
H 18.66332 23.79362 18.78956
C 20.19673 25.19928 18.31295
C 18.98420 26.12139 18.31412
O 18.55822 26.17683 19.65672
C 19.08140 27.35492 20.33277
H 19.56524 19.41127 18.26255
H 19.00882 21.01726 17.75218
H 18.16555 20.16533 19.11510
H 19.86365 21.65580 21.35955
H 18.56958 21.96930 20.22146
H 21.32064 23.33641 19.90570
H 19.97132 23.97212 20.83081
H 20.80075 25.03204 17.36528
H 20.88482 25.50663 19.11004
H 18.20642 25.72289 17.69358
H 19.28069 27.10685 17.90648
H 18.93384 28.26313 19.75684
H 20.12471 27.14715 20.60921
H 18.48189 27.56790 21.25751
C 23.51177 18.57258 17.57774
O 22.66392 18.50536 18.67729
C 23.26390 18.70870 19.89741
C 22.13627 18.86655 20.94256
N 21.08363 17.79629 20.91701
H 20.39269 18.11167 21.55476
H 20.79778 17.94405 19.97715
C 21.53622 16.40031 21.15621
C 20.32425 15.49891 20.97253
O 20.05257 15.60563 19.55864
C 18.70919 15.16496 19.21523
H 24.08520 17.62260 17.49118
H 24.27637 19.44096 17.76076
H 22.98601 18.70303 16.64384
H 23.83605 19.67834 19.92573
H 23.99677 17.92157 20.13493
H 21.77709 19.91082 20.80771
H 22.55297 18.68762 21.91298
H 21.81860 16.33916 22.21393
H 22.40393 16.17483 20.55550
H 19.50717 16.00869 21.52013
H 20.64008 14.50481 21.33762
H 18.55414 14.19607 19.68210
H 18.61772 15.18364 18.14085
H 17.95033 15.76584 19.61544
C 15.54281 25.41005 21.00274
O 16.10282 24.77316 22.17191
C 17.53475 24.57351 22.02538
C 17.85259 23.46631 23.03124
N 17.11839 23.50266 24.32178
H 16.16396 23.40271 24.00504
H 17.47118 22.51432 24.78313
C 17.20310 24.71877 25.12069
C 16.16584 24.63038 26.24507
O 16.58817 23.59894 27.11057
C 15.64883 23.14239 28.04419
H 15.67753 24.80736 20.15124
H 15.90671 26.45855 20.88657
H 14.49036 25.47571 21.15973
H 18.17803 25.45946 22.16696
H 17.75373 24.21739 21.04808
H 18.90382 23.55597 23.33574
H 17.53471 22.46006 22.62115
H 17.07127 25.61320 24.48558
H 18.25698 24.79796 25.45023
H 15.24150 24.38427 25.73149
H 16.06214 25.53265 26.78954
H 15.40593 23.86233 28.85961
H 15.87739 22.22985 28.56253
H 14.69843 22.94001 27.55870
C 13.65062 20.08341 14.80944
C 14.91440 19.34194 15.15912
O 15.45476 19.50828 16.24039
O 15.28119 18.51620 14.21244
H 13.62638 20.26086 13.75213
H 13.40560 21.00000 15.40976
H 12.79378 19.37247 14.94170
C 25.70946 29.15398 18.00615
C 24.39308 29.92596 17.94522
O 23.87964 30.16538 16.89076
O 23.85460 30.21161 19.11694
H 25.49773 28.16292 17.72373
H 26.27144 29.09427 18.95673
H 26.38972 29.59474 17.28215
C 15.75587 31.17104 16.81160
C 17.24522 30.84923 16.86954
O 17.54360 29.59641 16.66599
O 18.09302 31.72066 17.02238
H 15.32567 31.32002 17.78333
H 15.29454 30.23327 16.37979
H 15.47248 31.99892 16.11841
Cl 23.32026 22.40623 20.88699
Cl 24.51991 26.24340 20.03704
O 15.80529 22.49379 16.56915
C 16.76667 23.28934 17.13014
O 16.96664 23.22543 18.34150
O 17.43154 23.97555 16.31643
H 15.36205 21.91801 17.23795
O 22.09134 21.51925 17.46230
C 21.59681 22.09705 16.34274
O 20.37714 22.45669 16.45155
O 22.35591 22.27703 15.36153
H 21.37257 21.35113 18.10747
O 17.43791 20.20330 21.70250
C 18.18876 19.24811 21.84987
O 17.96857 18.04975 21.47291
O 19.35205 19.23958 22.56825
H 16.95163 16.72442 22.88477
O 15.93491 17.17832 20.81024
C 15.26493 16.87240 21.90710
O 14.04096 16.84236 21.87419
O 16.00283 16.55245 23.00263
H 16.92261 17.57156 21.04331
```

## Properties
LUMO energy: -4.11 eV
total charge: +3
orbital gap: 9.59 eV

Löwdin atomic charge list, values in e, 99 entries: -0.048 -0.187 -0.245 -0.115 -0.016 -0.023 0.002 -0.104 -0.251 -0.184 -0.074 0.087 0.075 0.093 0.091 0.141 0.084 0.118 0.096 0.168 0.093 0.098 0.068 0.100 0.077 -0.152 -0.184 -0.184 -0.025 0.049 0.178 0.081 -0.138 -0.229 -0.194 -0.093 0.044 0.118 0.063 0.130 0.125 0.110 0.079 0.140 0.131 0.157 0.128 0.099 0.100 0.106 -0.066 -0.224 -0.208 -0.126 -0.044 0.077 0.085 -0.157 -0.196 -0.210 -0.100 0.097 0.087 0.063 0.133 0.116 0.081 0.120 0.123 0.104 0.117 0.125 0.078 0.095 0.096 -0.104 -0.180 -0.166 -0.092 0.067 0.073 0.193 -0.084 -0.180 -0.201 -0.077 0.092 0.122 0.047 0.118 0.103 0.113 0.132 0.121 0.136 0.115 0.158 0.080 0.083